{"formula": "C41H70CsIN4OP3Si", "method": "wB97M-V/def2-TZVPD", "charge": -1, "energy_ha": -3530.04882, "relative_energy_ev": 0.0000, "elements": ["Cs", "C", "C", "C", "P", "C", "C", "C", "C", "C", "C", "C", "C", "C", "Si", "C", "C", "C", "C", "C", "C", "P", "C", "C", "C", "C", "C", "C", "C", "C", "C", "C", "C", "C", "P", "C", "C", "C", "C", "C", "C", "H", "H", "H", "H", "H", "H", "H", "H", "H", "H", "H", "H", "H", "H", "H", "H", "H", "H", "H", "H", "H", "H", "H", "H", "H", "H", "H", "H", "H", "H", "H", "H", "H", "H", "H", "H", "H", "H", "H", "H", "H", "H", "H", "H", "H", "H", "H", "H", "H", "H", "H", "H", "H", "H", "C", "N", "C", "C", "O", "N", "C", "C", "H", "H", "H", "H", "H", "H", "H", "H", "H", "H", "H", "H", "N", "N", "H", "H", "H", "H", "I"], "xyz": [[0.357, -0.579, 0.455], [-0.526, 4.361, 3.853], [-0.226, 4.866, 2.439], [0.896, 5.902, 2.487], [-0.101, 3.364, 1.313], [1.713, 2.993, 1.009], [2.357, 2.514, 2.310], [2.611, 3.990, 0.282], [-0.707, 3.996, -0.309], [-0.268, 5.201, -0.852], [-0.668, 5.611, -2.118], [-1.513, 4.790, -2.850], [-1.985, 3.608, -2.296], [-1.627, 3.187, -1.011], [-2.170, 1.499, -0.241], [-3.621, 0.980, -1.432], [-4.704, 1.830, -1.673], [-5.695, 1.535, -2.595], [-5.620, 0.358, -3.327], [-4.573, -0.518, -3.091], [-3.590, -0.235, -2.140], [-2.296, -1.490, -1.740], [-3.293, -3.038, -1.368], [-2.523, -3.846, -0.320], [-3.724, -3.930, -2.530], [-1.540, -1.805, -3.407], [-1.001, -0.488, -3.957], [-0.400, -2.811, -3.260], [-3.153, 2.157, 1.300], [-3.635, 3.468, 1.365], [-4.204, 3.998, 2.514], [-4.306, 3.218, 3.656], [-3.850, 1.909, 3.619], [-3.289, 1.369, 2.460], [-2.724, -0.382, 2.403], [-4.343, -1.315, 2.425], [-5.194, -0.835, 1.252], [-5.158, -1.279, 3.713], [-2.039, -0.677, 4.107], [-1.700, -2.157, 4.259], [-0.790, 0.183, 4.316], [-0.709, 5.200, 4.532], [0.315, 3.787, 4.252], [-1.404, 3.713, 3.855], [-1.133, 5.358, 2.068], [1.816, 5.469, 2.883], [0.615, 6.724, 3.152], [1.121, 6.330, 1.511], [1.636, 2.114, 0.352], [2.595, 3.352, 2.970], [3.280, 1.969, 2.103], [1.699, 1.837, 2.859], [2.756, 4.907, 0.855], [2.206, 4.263, -0.692], [3.598, 3.545, 0.126], [0.410, 5.828, -0.287], [-0.314, 6.551, -2.527], [-1.824, 5.077, -3.849], [-2.670, 3.003, -2.880], [-4.762, 2.763, -1.120], [-6.517, 2.225, -2.753], [-6.373, 0.121, -4.069], [-4.518, -1.437, -3.663], [-4.199, -2.646, -0.892], [-1.571, -4.218, -0.705], [-3.113, -4.707, 0.010], [-2.292, -3.230, 0.552], [-2.869, -4.275, -3.114], [-4.413, -3.429, -3.210], [-4.232, -4.821, -2.151], [-2.291, -2.202, -4.101], [-0.237, -0.084, -3.288], [-1.788, 0.259, -4.068], [-0.539, -0.648, -4.936], [0.353, -2.421, -2.567], [0.089, -2.979, -4.224], [-0.730, -3.778, -2.876], [-3.532, 4.107, 0.493], [-4.555, 5.025, 2.518], [-4.731, 3.622, 4.567], [-3.920, 1.308, 4.517], [-4.048, -2.353, 2.228], [-5.577, 0.170, 1.443], [-6.048, -1.501, 1.101], [-4.626, -0.784, 0.323], [-5.469, -0.258, 3.943], [-4.611, -1.672, 4.571], [-6.067, -1.877, 3.600], [-2.777, -0.408, 4.870], [-0.984, -2.470, 3.494], [-2.580, -2.798, 4.172], [-1.241, -2.347, 5.233], [0.064, -0.182, 3.734], [-0.484, 0.153, 5.365], [-0.960, 1.225, 4.037], [4.800, 0.545, -3.899], [3.967, 0.337, -2.733], [4.256, -0.850, -1.951], [2.737, 0.922, -2.604], [1.816, 0.401, -1.981], [2.576, 2.129, -3.258], [3.629, 3.133, -3.198], [1.217, 2.649, -3.304], [5.142, -0.424, -4.269], [5.684, 1.152, -3.679], [4.230, 1.029, -4.690], [5.307, -0.845, -1.660], [4.053, -1.763, -2.523], [3.661, -0.859, -1.044], [4.143, 3.256, -4.156], [4.368, 2.876, -2.439], [3.190, 4.092, -2.923], [0.517, 1.836, -3.470], [1.142, 3.355, -4.132], [0.923, 3.156, -2.382], [2.056, -4.629, -1.332], [1.414, -4.237, -0.104], [3.055, -4.449, -1.272], [1.692, -4.025, -2.059], [1.960, -3.506, 0.351], [1.436, -5.042, 0.509], [3.475, -1.658, 1.765]], "forces_ev_per_angstrom": [[0.3, -0.3, 0.1], [0.0, 0.0, 0.0], [0.0, 0.0, -0.1], [0.0, 0.0, 0.0], [0.1, -0.1, 0.1], [-0.1, 0.0, -0.1], [0.0, 0.0, 0.1], [0.0, 0.0, 0.0], [0.2, 0.0, 0.1], [0.0, 0.1, -0.1], [0.0, 0.0, 0.0], [0.0, 0.0, 0.0], [-0.1, 0.1, -0.1], [-0.1, -0.1, 0.0], [0.0, 0.1, -0.1], [0.1, 0.1, 0.0], [-0.1, 0.1, 0.0], [0.0, 0.0, 0.0], [0.0, -0.1, 0.0], [-0.1, 0.0, -0.1], [0.0, -0.2, 0.0], [0.1, 0.2, 0.1], [-0.1, 0.1, 0.0], [0.0, -0.1, 0.0], [0.0, 0.0, 0.0], [-0.1, -0.1, -0.1], [0.0, 0.0, 0.0], [0.0, 0.0, 0.0], [-0.1, -0.1, 0.0], [0.0, 0.1, 0.0], [0.0, 0.0, 0.0], [0.0, 0.0, 0.0], [0.0, 0.0, 0.0], [-0.1, -0.1, 0.1], [0.1, 0.0, -0.1], [0.0, -0.1, 0.0], [0.0, 0.0, 0.0], [0.0, 0.0, 0.0], [-0.1, 0.1, 0.0], [0.0, -0.1, 0.0], [0.1, 0.1, 0.0], [0.0, 0.0, 0.0], [0.0, 0.0, 0.0], [0.0, 0.0, 0.0], [0.0, 0.0, 0.0], [0.0, 0.0, 0.0], [0.0, 0.0, 0.0], [0.0, 0.0, 0.0], [0.0, 0.1, 0.0], [0.0, 0.0, 0.0], [0.0, 0.0, 0.0], [0.0, 0.0, 0.0], [0.0, 0.0, 0.0], [0.0, 0.0, 0.0], [0.0, 0.0, 0.0], [0.0, 0.0, 0.0], [0.0, 0.0, 0.0], [0.0, 0.0, 0.0], [0.0, 0.0, 0.0], [0.0, 0.0, 0.0], [0.0, 0.0, 0.0], [0.0, 0.0, 0.0], [0.0, 0.0, 0.0], [0.0, 0.0, 0.0], [0.0, 0.0, 0.0], [0.0, 0.0, 0.0], [0.0, 0.0, 0.0], [0.0, 0.0, 0.0], [0.0, 0.0, 0.0], [0.0, 0.0, 0.0], [0.0, 0.0, 0.0], [0.0, 0.0, 0.0], [0.0, 0.0, 0.0], [0.0, 0.0, 0.0], [0.0, 0.0, 0.0], [0.0, 0.0, 0.0], [0.0, 0.0, 0.0], [0.0, 0.0, 0.0], [0.0, 0.0, 0.0], [0.0, 0.0, 0.0], [0.0, 0.0, 0.0], [0.0, 0.0, 0.0], [0.0, 0.0, 0.0], [0.0, 0.0, 0.0], [0.0, 0.0, 0.0], [0.0, 0.0, 0.0], [0.0, 0.0, 0.0], [0.0, 0.0, 0.0], [0.0, 0.0, 0.0], [0.0, 0.0, 0.0], [0.0, 0.0, 0.0], [0.0, 0.0, 0.0], [-0.1, 0.0, 0.0], [0.0, 0.0, 0.0], [0.0, 0.0, 0.0], [0.0, 0.0, 0.0], [0.0, 0.0, 0.1], [0.0, 0.0, 0.0], [0.0, 0.0, -0.2], [0.0, -0.1, 0.1], [0.0, 0.0, 0.2], [0.0, 0.0, -0.1], [-0.1, 0.0, -0.1], [0.0, 0.0, 0.0], [0.0, 0.0, 0.0], [0.0, 0.0, 0.0], [0.0, 0.0, 0.0], [0.0, 0.0, 0.0], [0.0, 0.0, 0.0], [0.0, 0.0, 0.0], [0.0, 0.0, 0.0], [0.0, 0.0, 0.0], [0.0, 0.1, 0.0], [0.0, 0.0, 0.0], [0.0, 0.0, 0.0], [0.0, 0.0, 0.0], [0.0, 0.1, -0.2], [0.0, 0.0, 0.0], [0.0, -0.1, 0.0], [0.0, 0.0, 0.1], [0.0, 0.0, 0.0], [0.3, -0.1, 0.2]]}

---

{"formula": "C39H52GdN6Sb", "method": "wB97M-V/def2-TZVPD", "charge": 2, "energy_ha": -2851.26981, "multiplicity": 8, "s2": 16.148, "elements": ["Gd", "N", "C", "C", "N", "C", "C", "N", "H", "H", "H", "H", "H", "H", "H", "H", "H", "H", "H", "H", "H", "N", "C", "C", "C", "C", "C", "N", "C", "C", "C", "C", "C", "N", "H", "H", "H", "H", "H", "H", "H", "H", "H", "C", "C", "C", "C", "H", "H", "H", "H", "H", "H", "H", "H", "H", "C", "C", "C", "C", "C", "C", "C", "Sb", "C", "C", "C", "C", "C", "C", "C", "C", "C", "C", "C", "C", "C", "C", "H", "H", "H", "H", "H", "H", "H", "H", "H", "H", "H", "H", "H", "H", "H", "H", "H", "H", "H", "H", "H"], "xyz": [[-0.664, 1.660, 0.493], [-1.320, 3.427, -1.405], [-0.223, 3.635, -2.368], [1.163, 3.687, -1.710], [1.424, 2.562, -0.788], [2.544, 2.845, 0.162], [2.702, 1.713, 1.201], [1.481, 1.618, 2.020], [-1.641, 4.323, -1.040], [-2.145, 3.073, -1.917], [-0.237, 2.832, -3.136], [-0.321, 4.547, -2.969], [1.934, 3.731, -2.505], [1.270, 4.677, -1.162], [1.687, 1.741, -1.324], [3.505, 2.920, -0.371], [2.389, 3.838, 0.632], [2.926, 0.764, 0.692], [3.618, 1.934, 1.781], [1.533, 0.791, 2.640], [1.454, 2.443, 2.629], [-1.750, 2.689, 3.782], [-2.128, 1.390, 3.460], [-2.781, 0.682, 4.499], [-3.261, -0.588, 4.285], [-3.060, -1.187, 3.030], [-2.328, -0.489, 2.119], [-1.863, 0.782, 2.286], [-1.289, 3.770, 3.089], [-1.104, 4.931, 3.839], [-0.498, 6.068, 3.302], [-0.103, 6.018, 1.962], [-0.382, 4.865, 1.254], [-0.884, 3.712, 1.790], [-2.016, 2.947, 4.732], [-2.836, 1.148, 5.469], [-3.835, -1.129, 5.045], [-3.558, -2.129, 2.752], [-2.114, -0.943, 1.167], [-1.417, 4.883, 4.882], [-0.281, 6.931, 3.909], [0.405, 6.856, 1.465], [-0.150, 4.788, 0.192], [-4.731, -0.194, -2.041], [-4.079, 0.046, -0.683], [-4.918, 1.061, 0.083], [-2.582, 0.346, -0.847], [-5.780, -0.530, -1.910], [-4.174, -0.943, -2.661], [-4.769, 0.750, -2.655], [-4.211, -0.923, -0.127], [-4.897, 2.017, -0.466], [-4.526, 1.209, 1.104], [-5.933, 0.642, 0.198], [-2.444, 0.945, -1.770], [-1.988, -0.581, -0.902], [0.941, -1.839, 2.957], [1.377, -3.089, 2.225], [1.637, -4.227, 3.026], [2.131, -5.372, 2.478], [2.410, -5.429, 1.115], [2.124, -4.335, 0.298], [1.583, -3.159, 0.846], [0.888, -1.691, -0.674], [0.292, -3.069, -2.271], [1.179, -3.435, -3.254], [0.836, -4.257, -4.306], [-0.462, -4.745, -4.384], [-1.376, -4.409, -3.401], [-0.984, -3.599, -2.322], [-2.069, -3.351, -1.278], [2.880, -1.116, -1.542], [3.946, -1.499, -0.770], [5.283, -1.280, -1.167], [5.522, -0.666, -2.369], [4.478, -0.203, -3.161], [3.148, -0.496, -2.773], [2.067, -0.149, -3.745], [0.597, -2.112, 3.982], [0.100, -1.296, 2.434], [1.779, -1.161, 3.081], [1.399, -4.167, 4.074], [2.385, -6.208, 3.117], [2.791, -6.367, 0.650], [2.362, -4.384, -0.750], [2.186, -3.022, -3.298], [1.562, -4.511, -5.076], [-0.773, -5.371, -5.222], [-2.386, -4.800, -3.480], [-2.646, -4.300, -1.194], [-2.767, -2.593, -1.649], [-1.694, -3.086, -0.279], [3.792, -1.931, 0.230], [6.086, -1.541, -0.477], [6.531, -0.525, -2.710], [4.673, 0.359, -4.058], [2.534, 0.349, -4.600], [1.284, 0.510, -3.328], [1.559, -1.033, -4.163]], "forces_ev_per_angstrom": [[-0.7, -0.6, -2.3], [-0.6, -0.1, -0.3], [0.7, -0.3, -0.9], [0.3, 1.0, -0.1], [0.1, 0.6, 0.7], [0.4, -0.4, -0.2], [0.6, 0.7, -0.5], [0.2, -0.5, 0.7], [0.1, -0.1, -0.1], [0.6, 0.1, 0.4], [-0.1, 0.1, 0.7], [-0.2, 0.0, 0.2], [-0.4, 0.0, 0.3], [0.0, -1.3, -0.4], [0.2, -0.1, -0.3], [-0.2, 0.0, 0.0], [-0.2, -0.6, -0.1], [-0.4, 0.2, 0.0], [-0.5, 0.0, 0.0], [0.0, 0.7, -0.4], [-0.1, -0.4, -0.1], [-0.4, -0.5, 0.3], [-0.3, -1.3, 0.2], [0.4, 0.1, -0.2], [-0.3, -0.2, -0.2], [-0.7, -0.1, 0.3], [0.0, 0.2, -0.3], [-0.5, 0.3, 2.0], [1.3, 0.6, -1.3], [0.1, 1.0, 0.4], [-0.2, -1.3, 0.0], [-0.1, 0.1, -0.5], [0.2, -0.5, 0.2], [-0.9, 0.9, 1.1], [0.1, -0.3, -0.4], [-0.3, 0.1, 0.2], [0.4, 0.4, -0.2], [0.6, 0.4, 0.3], [0.1, 0.1, -0.3], [0.1, 0.3, -0.2], [-0.1, 0.1, 0.1], [-0.4, -0.4, 0.3], [0.1, 0.2, 0.5], [-0.1, 0.1, -1.2], [0.0, -1.0, 0.6], [0.3, 0.0, 0.3], [0.3, 0.6, -0.1], [0.6, 0.1, -0.2], [-0.5, 0.5, 0.6], [0.1, -0.7, 0.6], [0.4, 0.6, -0.3], [-0.4, -0.2, 0.3], [-0.1, 0.1, -0.3], [0.2, 0.6, -0.2], [0.2, -0.4, 0.2], [-0.2, 0.3, -0.3], [-1.2, -0.1, 0.1], [-0.1, -0.2, 0.4], [-0.5, 1.3, -0.5], [0.7, -0.7, -0.4], [0.0, -0.5, -0.8], [0.0, -0.1, 0.8], [-0.1, 0.0, -0.8], [1.0, -0.2, -0.4], [-0.1, 0.3, 1.0], [1.4, 0.4, -0.8], [-0.3, -0.3, -0.3], [-0.1, -0.1, -0.3], [0.6, 0.1, 0.0], [-1.4, -0.2, 0.3], [-0.2, -0.8, -0.4], [-0.8, -0.5, 0.0], [1.5, 0.0, 1.3], [-0.9, -0.3, 0.8], [0.3, 0.4, -0.5], [-1.0, -0.9, 1.1], [0.2, 0.4, -0.4], [-0.4, 0.2, -0.6], [0.1, 0.3, -0.8], [0.8, -0.5, 0.5], [0.3, 0.2, 0.0], [0.1, 0.0, 0.3], [-0.2, -0.1, -0.1], [-0.2, 0.9, 0.5], [-0.1, -0.1, -0.3], [-0.1, -0.1, 0.4], [-0.1, 0.1, 0.2], [0.1, 0.1, 0.3], [0.1, 0.1, 0.2], [0.3, 0.7, 0.2], [0.1, 0.0, 0.3], [0.0, 0.0, -0.3], [0.0, 0.0, -0.6], [-0.2, -0.1, -0.4], [0.3, 0.2, 0.0], [0.0, -0.1, -0.3], [-0.3, 0.1, 0.1], [0.2, -0.2, -0.1], [0.1, 0.2, 0.3]]}